DFT (ωB97M-V/def2-TZVPD) results for C7H8O in the gas phase.

Cartesian coordinates (Å):
O 0.45374 -1.62451 -0.16164
C 1.82100 -1.15839 -0.00881
C 0.13457 1.92327 -0.10041
C -0.23068 -0.36405 -0.18839
C -1.34965 -0.45519 0.73966
C -1.66684 -0.51923 -0.72913
C 2.05916 0.13257 -0.17683
C 0.65805 0.71736 -0.11421
H 0.88360 2.83260 0.02284
H 2.59422 -2.08340 -0.03201
H -1.65086 0.44254 1.39129
H 3.02637 0.77966 0.25756
H -2.17981 -1.49299 -0.87221
H -0.95684 1.98420 -0.15149
H -1.42227 -1.50733 1.23103
H -2.17374 0.39290 -1.10725

The orbital gap comes out at 9.30 eV. As for the SMILES: C=C1C=COC12CC2. For the maximum force, the calculation gives 5.35 eV Å⁻¹. The relative energy (zero: lowest compared OMol25 entry of this formula, charge and spin) is 437.91 kJ/mol.

Atomic partial charges in e from the natural (NBO) method, atoms 1 to 2: -0.478 0.152

***

DFT (ωB97M-V/def2-TZVPD) results for 6 unconnected molecules or ions with the total composition C27H46Cl15NO4S2.

Cartesian coordinates (Å):
Cl 2.19816 -3.44429 -8.10134
Cl 0.03099 -5.33738 -7.70683
Cl 7.60844 -3.08493 -3.23381
Cl 2.66889 2.12464 6.17184
Cl 1.23804 -4.47470 -4.17872
Cl 7.80292 -4.40176 0.45091
Cl -1.08868 -2.72417 -4.17281
Cl 2.07957 3.57521 3.72920
Cl 2.78402 -6.16081 -7.25952
Cl -1.41536 -5.58500 -3.78500
Cl 5.63802 -1.19045 -4.21180
Cl 6.00971 -6.35683 1.63089
Cl 8.88259 -6.63680 1.96044
Cl 7.13711 -0.61269 -1.79211
Cl 0.07556 3.38651 5.83583
S 2.55618 -1.41580 2.28036
S 3.61767 -3.75271 0.92594
O -2.28359 1.33053 1.29150
O -0.56495 0.23835 -0.49722
O -3.01654 5.95267 2.27928
O -3.58425 7.21106 0.51472
N 2.08302 -1.95146 -0.37666
C 3.12440 -1.51197 -1.33522
C -3.97475 3.69905 2.35787
C -3.16074 1.74233 -0.85657
C -5.37463 1.52702 2.04467
C -0.52194 6.12521 0.10660
C -4.10277 -0.19680 0.53350
C 0.44696 -3.88159 -0.09874
C -4.23213 5.21829 2.53657
C -5.17132 3.02084 1.66010
C 1.71681 -5.13610 -8.21329
C 7.53954 -5.50022 1.80721
C 3.73516 -0.13595 -0.96479
C -2.86285 0.64469 0.19565
C 7.18471 -1.37988 -3.37956
C -2.89779 6.35014 0.97905
C -1.85009 -0.32035 -0.47811
C 0.71177 0.68606 2.37470
C -5.41129 0.54973 0.84535
C 0.82862 -0.84584 2.38648
C -0.47007 -4.32868 -4.58622
C -1.86197 5.78389 0.05805
C 2.70340 -2.40500 0.81036
C -0.10404 0.67126 -1.75569
C 1.28479 -3.01421 -1.03739
C 1.79838 3.48986 5.46999
C -1.90921 0.58332 2.44209
C -0.61004 1.12144 3.04379
H -0.49738 0.08046 -2.58869
H 0.58402 -2.48755 -1.69283
H -4.29453 -0.80750 -0.35893
H -0.56438 -4.46198 -5.65908
H 0.19269 -1.31947 1.64070
H 1.03264 -4.74776 0.21886
H 7.94742 -0.88899 -3.96905
H 0.85367 1.13953 1.39488
H -0.41356 1.71231 -1.92571
H 3.47401 0.57097 -1.75429
H 3.35024 0.22530 -0.01214
H -4.56706 5.43761 3.54746
H 0.14585 -3.36352 0.81133
H 2.17828 4.39920 5.91594
H -0.55697 0.74479 4.07301
H 2.66907 -1.47717 -2.32460
H 1.51157 1.05890 3.01945
H -0.66878 2.20907 3.11516
H -4.68263 1.22086 2.82899
H -3.76754 3.21340 3.31186
H 0.15097 5.74658 0.87659
H -2.69367 1.50327 -1.81165
H -0.40850 -4.28995 -0.63983
H -2.23531 -0.55895 -1.47463
H -1.81757 -1.26766 0.08033
H -1.88744 -0.50078 2.30984
H 0.98231 0.64771 -1.79748
H 3.93701 -2.24980 -1.33763
H -5.10185 3.12308 0.57659
H 7.49232 -4.91082 2.71318
H -3.09915 3.63759 1.71281
H 4.81606 -0.24557 -0.91246
H 0.45256 -1.18321 3.35828
H 1.78910 -5.44300 -9.24811
H -3.92514 -0.90355 1.34816
H -2.21340 5.10495 -0.72097
H -0.07754 6.77224 -0.64873
H -6.15898 -0.21385 1.08310
H -2.75881 2.69717 -0.51715
H -2.68025 0.77649 3.20384
H -4.22424 1.85602 -1.06062
H -6.37377 1.48491 2.48961
H -6.06919 3.57093 1.96259
H 1.91467 -3.61329 -1.70194
H -5.81418 1.08423 -0.01762
H -4.98108 5.50763 1.79696

The orbital gap comes out at 7.96 eV. As for the SMILES: C=CC(=O)OCCCCCC[C@](C)(COC)OCCCCSC(=S)N(CC)CC.ClC(Cl)Cl.ClC(Cl)Cl.ClC(Cl)Cl.ClC(Cl)Cl.ClC(Cl)Cl. For the maximum force, the calculation gives 2.21 eV Å⁻¹.

Atomic partial charges in e from the Mulliken method, atoms 1 to 2: -0.099 -0.139

***

DFT (ωB97M-V/def2-TZVPD) results for C6H10N2O2S in the gas phase.

Cartesian coordinates (Å):
S -1.46595 -1.42884 -0.74568
O -1.25761 -2.39644 -1.77837
O -2.79120 -1.14620 -0.30310
N -1.29000 1.16577 -1.42231
N -1.11128 2.14145 -0.70248
C -0.43040 0.07582 -1.15337
C 0.44765 0.48001 0.15613
C 0.02744 2.05525 0.10565
C -0.49820 -1.85186 0.71072
C 1.98736 0.38365 0.03539
C -0.21141 -0.47499 1.31582
H -0.15952 2.49482 1.05108
H 2.34826 0.51121 -1.12590
H -0.16643 -0.33650 -2.05965
H 0.74556 2.67156 -0.40841
H -0.95121 -2.43553 1.50216
H 0.58379 -0.40744 2.10423
H -1.15368 0.09251 1.51625
H 2.48170 1.28433 0.41333
H 2.48503 -0.51662 0.45082
H 0.38009 -2.36195 0.33769

The orbital gap comes out at 10.01 eV. As for the SMILES: C[C@]12CCS(=O)(=O)[C@H]1N=NC2. For the maximum force, the calculation gives 3.51 eV Å⁻¹. The relative energy (zero: lowest compared OMol25 entry of this formula, charge and spin) is 433.87 kJ/mol.

Atomic partial charges in e from the natural (NBO) method, atoms 1 to 2: 2.163 -0.931

***

DFT (ωB97M-V/def2-TZVPD) results for C14H17P in the gas phase.

Cartesian coordinates (Å):
P 2.79857 1.21617 0.97787
C 1.08947 0.26668 -0.03950
C -1.48227 -0.10315 0.59127
C 3.30487 3.06506 -1.00506
C -2.77902 -0.59785 1.06031
C 3.08358 -1.16808 -0.63531
C -2.52900 -1.15569 2.43176
C 2.95430 -0.82911 -2.01105
C 2.19775 -0.58947 0.32727
C -0.32044 -0.02097 0.25796
C 2.05830 0.25474 -2.34017
C -3.82791 0.56281 1.10337
C -3.38932 -1.70921 0.11611
C 1.14752 0.66818 -1.40450
C 3.56611 1.78684 -0.59163
H 4.40555 1.37008 -1.08937
H -1.95026 -2.15217 2.33308
H -3.73383 -1.41868 -0.88465
H 3.49997 -1.23362 -2.84762
H -3.79295 1.27823 1.96060
H -1.81096 -0.53224 2.91376
H -3.44089 -1.41766 3.07116
H -3.85082 1.12568 0.08552
H 1.87814 -1.06784 1.27435
H -4.07581 -2.15650 0.81968
H 3.64192 -2.05131 -0.33630
H 2.61863 3.68456 -0.49647
H 3.99812 3.51501 -1.68724
H -4.84945 0.08090 1.35452
H 1.88238 0.44542 -3.36918
H -2.60972 -2.41904 -0.24271
H 0.31751 1.30221 -1.69782

The orbital gap comes out at 7.09 eV. As for the SMILES: C=CP1[C@@H]2C=CC=C[C@@]21C#CC(C)(C)C. For the maximum force, the calculation gives 4.08 eV Å⁻¹. The relative energy (zero: lowest compared OMol25 entry of this formula, charge and spin) is 327.03 kJ/mol.

Atomic partial charges in e from the natural (NBO) method, atoms 1 to 2: 0.528 -0.197

***

DFT (ωB97M-V/def2-TZVPD) results for CH3FN2O2 in the gas phase.

Cartesian coordinates (Å):
F -1.26475 -1.46387 0.49068
O -1.97303 0.54963 -0.10291
O 0.39459 1.45136 0.41072
N 1.38612 -0.52112 -0.10918
N -0.96590 -0.32289 -0.31996
C 0.38667 0.29602 0.04597
H 2.24532 0.00603 -0.34911
H 1.42968 -1.28785 -0.67540
H -1.63869 1.29269 0.60918

The orbital gap comes out at 10.69 eV. As for the SMILES: NC(=O)N(O)F. For the maximum force, the calculation gives 4.46 eV Å⁻¹. The relative energy (zero: lowest compared OMol25 entry of this formula, charge and spin) is 24.85 kJ/mol.

Atomic partial charges in e from the natural (NBO) method, atoms 1 to 2: -0.273 -0.517

***

DFT (ωB97M-V/def2-TZVPD) results for a molecular structure, C24H51N6O3SSiTi.

Cartesian coordinates (Å):
Ti 11.57357 8.17726 11.06330
S 10.91742 10.35704 10.81796
Si 9.14277 9.42300 9.98405
O 7.76370 9.65018 10.68518
O 9.19457 9.46747 8.40292
O 9.74341 7.73833 10.40329
N 12.51462 8.03105 12.72930
N 12.95734 6.95651 8.04949
N 12.06214 8.34245 15.05113
N 11.83087 6.32164 14.20427
N 13.18352 7.94147 10.14103
N 15.02506 7.45766 8.66743
C 7.72895 11.26889 12.53815
C 13.88465 8.55855 12.47966
C 8.66140 6.80565 12.43332
C 12.21874 7.58357 14.00467
C 9.67861 5.28634 10.56204
C 10.78980 10.50391 6.99418
C 8.50220 9.92827 6.15382
C 8.77138 11.75069 7.74444
C 5.72646 9.83680 12.01154
C 7.52823 6.52178 10.16341
C 13.97513 8.89150 10.99584
C 12.38223 9.75151 15.09824
C 8.86690 6.57675 10.90330
C 15.14771 6.72800 7.32903
C 11.63997 7.46163 16.20720
C 6.39278 11.54895 10.32254
C 13.69617 6.65414 6.83509
C 12.27146 5.10271 13.55898
C 11.26003 6.17554 15.53334
C 9.31253 10.47091 7.31367
C 11.50865 7.09926 7.93175
C 16.24573 7.46530 9.50936
C 13.72876 7.47651 8.97043
C 6.90344 10.65484 11.45465
H 7.18354 5.50592 10.28639
H 6.76212 7.15437 10.62470
H 10.78750 7.95525 16.66678
H 10.63864 5.21269 11.10233
H 12.48941 7.38831 16.93551
H 9.34596 12.28457 8.53459
H 8.02093 10.54846 13.31263
H 11.03050 6.45395 8.67479
H 16.50577 8.52232 9.76116
H 9.63959 6.58450 12.91536
H 7.40547 9.96862 6.27800
H 11.42466 4.40874 13.59394
H 11.12986 6.67068 7.01366
H 14.73194 7.90789 12.76684
H 11.11411 11.37001 6.43419
H 7.15151 12.12184 9.83823
H 13.15075 4.69281 14.11421
H 12.72094 10.16424 14.12896
H 13.42174 7.38392 6.04656
H 15.80452 7.27535 6.69375
H 7.04283 11.91010 13.10157
H 10.19024 5.90034 15.43260
H 11.19232 8.15687 7.95328
H 17.00738 7.13503 8.85835
H 9.85609 5.15184 9.55200
H 5.67267 12.25989 10.70121
H 15.52214 5.73832 7.53620
H 16.21301 6.86414 10.40441
H 8.60015 11.88594 12.36595
H 8.77882 10.58021 5.32882
H 8.36915 7.82862 12.57195
H 8.78195 8.93386 5.81668
H 5.85240 10.88087 9.64534
H 7.61354 6.74018 9.06501
H 7.69293 11.71365 7.98939
H 11.46872 10.31899 15.26515
H 11.44335 10.40390 7.90459
H 12.53710 5.27287 12.49830
H 14.05214 9.50554 12.96288
H 13.42858 5.66188 6.49072
H 5.04986 10.45168 12.54950
H 13.56131 9.88322 10.81417
H 7.91290 6.06560 12.75515
H 13.13764 9.91582 15.87028
H 15.02222 8.92192 10.69784
H 8.82075 12.39838 6.81637
H 11.08740 9.65579 6.39654
H 5.13515 9.35896 11.25695
H 11.65274 5.38128 16.13609
H 5.97501 8.99068 12.74279
H 9.03351 4.46879 10.85034

The orbital gap comes out at 7.83 eV. Its charge is +3. For the maximum force, the calculation gives 2.97 eV Å⁻¹. The relative energy (zero: lowest compared OMol25 entry of this formula, charge and spin) is 38.59 kJ/mol.

Atomic partial charges in e from the Mulliken method, atoms 1 to 2: -0.731 -0.717